Record 1
Entry from OMol25: a structure of composition C22H35Cl2N11Rb (ωB97M-V/def2-TZVPD).

highest occupied orbital energy: -10.81 eV
net charge: +1

XYZ file:
```
71
Properties=species:S:1:pos:R:3:forces:R:3:lowdin_charge:R:1
Rb 0.716583 0.091471 -1.285559 -0.0825 0.2491 -0.0961 0.69
C 1.183973 3.546405 -0.346765 0.1142 0.0298 0.0492 -0.22
C -0.083417 3.861992 -1.127239 -0.0899 0.1432 0.0011 -0.21
N -0.741322 2.683016 -1.684377 -0.0315 -0.1525 -0.0026 -0.11
C -1.025924 2.730357 -3.117538 -0.0303 -0.0191 -0.0708 -0.22
C 0.208874 2.886070 -3.999215 0.0334 0.0200 -0.0087 -0.21
N 1.258084 1.888814 -3.742976 -0.0550 0.0071 -0.0284 -0.11
C 2.591601 2.458473 -3.533491 0.0525 -0.0027 -0.0028 -0.23
C 2.687657 3.367140 -2.311037 0.0148 0.0507 0.0214 -0.21
N 2.167883 2.754055 -1.089633 -0.0162 -0.0786 0.0517 -0.11
H 0.918473 2.967892 0.541911 -0.0078 0.0151 0.0080 0.10
H 1.598160 4.504454 0.001746 0.0066 -0.0092 0.0153 0.12
H 0.133526 4.582885 -1.919168 -0.0040 -0.0153 -0.0057 0.11
H -0.756594 4.383854 -0.440828 0.0131 0.0236 -0.0045 0.13
H -1.613511 2.532959 -1.192689 -0.0317 -0.0403 0.0268 0.07
H -1.716761 3.544872 -3.382079 0.0004 -0.0002 0.0037 0.12
H -1.529981 1.795558 -3.381450 -0.0215 0.0120 0.0268 0.10
H 0.624869 3.887835 -3.877259 -0.0064 -0.0074 -0.0065 0.10
H -0.125338 2.840299 -5.039765 -0.0169 -0.0011 0.0065 0.12
H 1.318045 1.267868 -4.539726 -0.0325 -0.0201 0.0163 0.10
H 2.936393 3.037159 -4.403120 0.0162 0.0023 0.0044 0.12
H 3.286105 1.623413 -3.409671 0.0030 0.0060 0.0124 0.09
H 2.162138 4.304276 -2.504019 0.0029 -0.0056 0.0081 0.10
H 3.738863 3.646554 -2.194709 0.0055 0.0061 -0.0171 0.12
H 2.931790 2.544287 -0.460983 0.0027 -0.0248 -0.0156 0.10
Cl 3.080072 -1.354626 -3.127701 0.0925 -0.0074 -0.0609 0.51
C 3.647249 -2.530749 -1.926057 -0.0880 0.0436 0.0276 -0.96
Cl 2.903649 -2.237208 -0.336114 0.1629 -0.0684 -0.0454 0.51
H 4.721710 -2.438453 -1.831073 -0.0131 0.0185 0.0206 0.04
H 3.321361 -3.503135 -2.266814 0.0317 -0.1051 0.0255 0.00
N -2.396404 -4.168935 -3.074212 0.2351 0.2076 0.0326 0.13
C -1.382472 -5.118002 -2.500986 -0.1170 0.1088 0.0322 -0.14
C 0.013434 -4.876066 -3.104310 0.1140 0.0740 0.1043 -0.24
N 1.020104 -4.355929 -2.186825 -0.2093 0.0168 -0.1197 0.00
H -3.330117 -4.354091 -2.713548 -0.0127 0.0319 0.0493 0.16
H -2.440681 -4.242510 -4.088231 0.0132 -0.0175 -0.0345 0.16
H -2.110273 -3.135793 -2.799601 -0.0598 -0.3910 0.0770 0.05
H -1.729698 -6.137249 -2.660567 -0.0648 0.0376 -0.0705 0.12
H -1.371189 -4.924729 -1.429358 0.0214 -0.0220 -0.0037 0.13
H -0.070036 -4.169806 -3.934184 0.0037 0.0019 -0.0173 0.12
H 0.375248 -5.807437 -3.538637 0.0544 -0.0061 0.0627 0.12
H 1.138747 -4.960640 -1.382050 0.0136 -0.0181 -0.0251 0.09
H 0.744868 -3.442315 -1.840497 -0.0323 -0.0517 0.0106 0.03
C 1.953000 0.769993 3.815671 0.0063 -0.0012 0.0056 -0.04
C 2.164536 0.477653 2.477463 -0.0056 0.0095 0.0176 -0.15
N 1.172580 0.375301 1.593284 0.0276 -0.0287 0.0599 -0.03
C -0.068521 0.554762 2.043694 -0.0872 -0.0066 -0.0801 -0.12
C -0.397640 0.814815 3.368139 -0.0168 -0.0082 -0.0127 -0.19
C 0.656282 0.940580 4.266361 -0.0220 -0.0139 0.0119 -0.01
C -1.818204 1.009424 3.717988 -0.0223 0.0219 0.0411 -0.03
C -2.491021 0.524469 4.761541 0.0445 0.0100 -0.0088 -0.02
C -2.025085 -0.425739 5.790106 -0.0232 -0.0063 -0.0627 -0.28
C -2.656178 -0.471809 7.028238 0.0188 -0.0060 0.0234 -0.01
C -2.194198 -1.401752 7.941913 -0.0095 0.0052 -0.0106 -0.12
N -1.198496 -2.239273 7.663945 -0.0196 0.0126 0.0166 0.08
C -0.676273 -2.125136 6.448271 0.0280 -0.0022 -0.0266 -0.20
N -1.030445 -1.271275 5.496751 0.0123 0.0293 0.0309 0.13
H 2.793316 0.861812 4.489800 -0.0004 -0.0016 0.0012 0.11
H 3.169305 0.329125 2.096790 -0.0029 -0.0056 -0.0022 0.10
H -0.873942 0.487776 1.313748 0.0012 0.0210 0.0100 0.09
H 0.460093 1.174514 5.304003 -0.0079 -0.0050 0.0151 0.12
H -2.374454 1.628504 3.019994 0.0027 -0.0167 -0.0059 0.11
H -3.522348 0.840148 4.873336 -0.0035 -0.0083 0.0077 0.11
H -3.472853 0.194969 7.267787 0.0005 0.0043 0.0003 0.11
H -2.637593 -1.482672 8.927895 0.0056 -0.0059 0.0040 0.11
H 0.129583 -2.809623 6.205034 -0.0039 0.0050 -0.0050 0.11
N -3.345099 1.315201 0.193561 0.1059 0.0682 -0.0167 0.13
C -3.327872 0.669593 -0.767036 -0.0789 -0.0893 0.0216 -0.38
N -3.332939 -0.032436 -1.892936 -0.0117 0.1738 -0.0465 0.09
C -2.442000 -0.926773 -2.047908 0.3031 -0.1827 0.2585 -0.40
N -1.619275 -1.756436 -2.217032 -0.2261 -0.0141 -0.3059 0.04
```
Forces are in eV/Å.

=====

Record 2
Entry from OMol25: an isolated molecule of C22H35N3O4 (ωB97M-V/def2-TZVPD).

highest occupied orbital energy: -7.94 eV
net charge: 0

XYZ file:
```
64
Properties=species:S:1:pos:R:3:forces:R:3:lowdin_charge:R:1
C 7.014662 3.577436 -0.143992 -0.4045 -0.1256 0.0178 -0.06
C 5.500060 3.731536 -0.146533 0.3023 0.3442 -0.2735 -0.22
O 4.846929 2.518499 0.215912 -0.0947 -0.3259 0.0471 -0.02
C 4.696535 1.612432 -0.783707 -0.1515 0.1460 0.0963 -0.54
O 5.051008 1.805284 -1.925038 0.2410 0.2069 -0.2895 0.08
N 4.062835 0.496593 -0.366750 -0.0216 -0.0845 0.1402 -0.03
C 3.757657 0.183407 1.011432 0.0791 -0.0474 0.3879 -0.11
C 4.661116 -0.971947 1.479741 -0.1287 0.2049 -0.0012 -0.15
N 4.618691 -2.136111 0.623463 0.0789 -0.1355 0.0612 -0.17
C 3.610893 -3.141198 0.910592 0.0911 0.0527 -0.0156 -0.15
C 2.165833 -2.764695 0.675149 0.0001 -0.1888 -0.0465 -0.23
C 1.563801 -2.975047 -0.556605 0.0530 -0.0320 0.3086 -0.05
C 0.252097 -2.599289 -0.796565 -0.3431 0.0868 -0.1552 -0.01
C -0.493110 -2.004143 0.214420 0.1745 0.0329 0.1410 -0.26
O -1.785300 -1.589077 0.099302 0.1291 -0.0080 0.2203 -0.04
C -2.449551 -1.767516 -1.128169 -0.3968 -0.1317 -0.3305 -0.16
C -3.896584 -1.265770 -0.976072 0.6407 0.2611 0.3598 -0.34
O -4.634187 -1.611954 -2.124389 -0.0461 -0.1548 -0.4739 -0.03
C -3.908028 0.237117 -0.663132 -0.0992 -0.3793 0.1196 -0.15
N -5.093881 0.641510 0.059459 0.1074 0.1055 -0.0863 -0.17
C -6.293054 0.610208 -0.760010 -0.3315 -0.3129 0.1192 -0.20
C -7.526966 0.842258 0.105267 0.0477 0.2587 -0.2182 -0.19
C -7.423339 2.186233 0.816516 -0.0017 -0.2191 0.1907 -0.21
C -6.120830 2.223478 1.607074 0.0481 0.2242 -0.2282 -0.19
C -4.939450 1.942771 0.683843 -0.0089 0.0133 0.3213 -0.21
C 0.097998 -1.805902 1.463307 -0.1774 0.0530 -0.0948 0.01
C 1.404430 -2.184001 1.685778 -0.0916 -0.1248 -0.1519 -0.05
C 4.830166 -1.781064 -0.763082 -0.1089 0.1717 -0.1265 -0.15
C 3.931589 -0.635969 -1.258633 0.1542 -0.1609 -0.2950 -0.11
H 7.479696 4.535028 -0.360248 0.0924 0.1088 -0.0149 0.08
H 7.310431 2.861077 -0.906331 0.0604 -0.0180 -0.0516 0.07
H 7.356595 3.225665 0.826792 0.0679 0.0091 0.0860 0.08
H 5.176463 4.458608 0.601861 0.0069 -0.0794 -0.1088 0.12
H 5.156099 4.039336 -1.139309 0.0059 0.0133 0.2075 0.12
H 3.921390 1.066169 1.626649 -0.0778 -0.1028 -0.0111 0.12
H 2.704055 -0.109929 1.070183 0.1180 0.1067 0.0369 0.11
H 4.394123 -1.264669 2.496025 0.0349 -0.0072 0.0642 0.12
H 5.697619 -0.612170 1.484556 -0.0450 0.0907 0.0919 0.13
H 3.858945 -4.013387 0.297834 -0.0447 -0.0222 0.0888 0.12
H 3.740934 -3.421063 1.960736 -0.0335 -0.0770 -0.0580 0.12
H 2.124440 -3.446332 -1.351764 0.0733 -0.0522 -0.0860 0.12
H -0.175474 -2.781562 -1.769930 -0.0809 -0.0003 -0.0758 0.11
H -2.475147 -2.828311 -1.411353 0.0192 0.1398 0.0095 0.14
H -1.944917 -1.200042 -1.926394 -0.0104 -0.0644 0.0470 0.14
H -4.370480 -1.798680 -0.147264 0.0857 0.0801 -0.0180 0.16
H -4.320589 -1.081940 -2.867518 -0.0430 -0.0171 0.0536 0.10
H -3.777681 0.803393 -1.608743 0.0523 -0.0311 0.0301 0.14
H -3.046120 0.439893 -0.023567 -0.0105 0.0612 -0.0827 0.12
H -6.358798 -0.367703 -1.237643 -0.0074 0.1485 -0.0512 0.11
H -6.250079 1.382422 -1.553278 0.0372 -0.0472 -0.0184 0.13
H -8.420982 0.804639 -0.519559 -0.0307 -0.0547 0.0036 0.11
H -7.589682 0.044184 0.846185 -0.0457 -0.0839 0.0024 0.12
H -8.276365 2.333594 1.481416 -0.0298 0.0728 -0.0318 0.11
H -7.427175 2.992949 0.078858 -0.0390 0.0571 -0.0199 0.11
H -5.986697 3.195854 2.084664 0.0172 -0.0062 0.0569 0.11
H -6.146462 1.457122 2.382934 0.0355 -0.0035 0.0855 0.11
H -4.013210 1.937789 1.264591 0.0030 0.0378 -0.0759 0.12
H -4.864843 2.748078 -0.072173 0.0349 -0.0249 0.0167 0.13
H -0.495036 -1.356958 2.244317 -0.0808 0.0559 0.1066 0.12
H 1.840535 -2.030807 2.662790 0.0545 0.0191 0.1194 0.12
H 4.685810 -2.665053 -1.385306 0.0409 -0.0420 -0.0407 0.12
H 5.874256 -1.458665 -0.858863 -0.0314 0.0045 -0.1290 0.13
H 4.234090 -0.316992 -2.256667 -0.0867 -0.0674 0.0784 0.12
H 2.882226 -0.946595 -1.273035 0.1160 0.0652 -0.0555 0.11
```
Forces are in eV/Å.

=====

Record 3
Entry from OMol25: an isolated molecule of C22H35N3O5S (ωB97M-V/def2-TZVPD).

highest occupied orbital energy: -7.84 eV
net charge: 0

XYZ file:
```
66
Properties=species:S:1:pos:R:3:forces:R:3:lowdin_charge:R:1
C -3.113926 -2.957589 2.062499 -0.0874 -0.0586 0.1853 -0.08
O -2.767936 -2.778862 0.713500 0.0273 0.2140 -0.4436 -0.11
C -3.052322 -1.575579 0.113016 0.1252 -0.1580 -0.0063 -0.19
C -3.791471 -0.575449 0.733598 0.0130 -0.0922 0.0849 -0.01
C -4.060074 0.629412 0.108797 -0.0346 -0.0479 -0.1473 -0.04
C -3.579916 0.873694 -1.167888 -0.1775 -0.0980 -0.1107 -0.25
C -3.717900 2.228161 -1.809184 0.1072 -0.0081 0.1540 -0.12
C -2.843683 3.255749 -1.055042 -0.0903 0.1865 -0.0332 -0.16
N -1.652797 2.626247 -0.527846 0.1520 0.2894 -0.4331 0.07
C -1.574268 2.314909 0.790556 0.5473 -0.2790 -0.0027 -0.47
O -2.211760 2.885056 1.650533 -0.2348 0.0704 0.3052 0.07
C -0.587889 1.192976 1.078208 -0.1564 0.1648 0.4180 -0.22
C -0.716899 0.648611 2.498317 -0.0550 -0.0974 -0.1943 -0.14
C 0.218368 -0.547827 2.649502 0.0762 0.2050 0.0434 -0.16
C 1.650395 -0.165678 2.268481 -0.0131 -0.6004 0.4116 -0.20
N 1.746223 0.476032 0.969041 -0.2187 -0.5158 -0.7901 -0.21
S 1.651043 -0.570444 -0.354949 0.8696 -0.0457 -0.1321 0.66
O 0.827606 0.037489 -1.355872 0.0496 0.3206 -0.0494 -0.25
O 1.328490 -1.888285 0.105345 0.1928 0.0307 0.3083 -0.27
N 3.170938 -0.630477 -0.957932 -0.8552 -0.1659 0.0516 -0.24
C 3.603825 0.370628 -1.898277 -0.1338 0.6372 -0.3216 -0.19
C 4.076315 1.697109 -1.281599 0.0009 -0.1596 0.1299 -0.17
C 4.740397 1.556556 0.089635 0.1735 0.0949 -0.1916 -0.20
C 5.734919 0.397678 0.199664 -0.1629 0.0194 0.3105 -0.19
C 5.064077 -0.895275 0.663458 0.0631 -0.0382 -0.3632 -0.17
C 4.149099 -1.522667 -0.391627 0.2160 -0.4148 0.6052 -0.19
C 0.864836 1.619997 0.849844 -0.4095 0.3403 -0.4517 -0.15
C -2.853992 -0.125385 -1.796338 -0.0595 -0.1513 0.1885 0.04
C -2.586173 -1.353109 -1.197194 -0.0145 0.0539 0.0097 -0.20
O -1.923962 -2.228896 -1.997580 -0.3361 0.2620 0.0081 -0.06
C -1.210875 -3.324254 -1.459230 0.2825 -0.4380 0.1355 -0.06
H -2.661609 -2.193475 2.703059 -0.0204 0.0101 -0.0153 0.09
H -4.199996 -2.958056 2.205905 0.0563 0.0269 0.0167 0.10
H -2.717475 -3.934767 2.335859 -0.0514 0.0677 0.0446 0.10
H -4.176500 -0.732673 1.728476 -0.0069 -0.0705 0.1059 0.11
H -4.629814 1.381320 0.632011 -0.0397 0.1180 0.0963 0.12
H -3.395138 2.166482 -2.849375 -0.0706 0.0025 -0.0446 0.11
H -4.755592 2.564202 -1.790780 -0.0096 0.0292 -0.0972 0.12
H -3.376727 3.659085 -0.191577 0.0622 0.0168 -0.1503 0.12
H -2.567700 4.080515 -1.718088 -0.1186 0.0017 0.0968 0.12
H -1.158034 2.020197 -1.168769 -0.0030 -0.0833 0.1677 0.13
H -0.801965 0.384961 0.368477 -0.0997 0.1037 0.0387 0.13
H -1.751622 0.357480 2.684577 0.0015 0.0506 0.0578 0.11
H -0.460365 1.433856 3.212812 -0.0550 0.0454 0.0445 0.13
H 0.209866 -0.918817 3.676217 0.0031 -0.0539 0.0020 0.12
H -0.105032 -1.352200 1.986372 -0.0510 -0.0612 0.0809 0.10
H 2.273891 -1.059217 2.231499 0.0624 0.0662 0.2592 0.11
H 2.065217 0.532350 3.004302 0.0472 -0.0473 -0.0706 0.13
H 2.756602 0.560137 -2.560240 0.2456 0.0296 -0.1579 0.11
H 4.408056 -0.073970 -2.491448 -0.0947 -0.0582 0.0646 0.13
H 3.224716 2.370863 -1.174649 -0.0299 0.0879 -0.0935 0.10
H 4.775074 2.157911 -1.983551 -0.0475 0.0778 -0.0358 0.11
H 5.251188 2.497106 0.308415 -0.0520 0.0079 0.0467 0.11
H 3.962303 1.419645 0.841907 0.0585 0.0744 0.0437 0.09
H 6.238096 0.238175 -0.755425 0.1593 -0.0159 -0.0789 0.11
H 6.501188 0.659233 0.933128 0.0513 -0.0143 -0.0840 0.11
H 4.487956 -0.683446 1.565628 0.0062 -0.0276 0.0986 0.10
H 5.828151 -1.633173 0.918992 -0.0368 -0.0571 0.0723 0.11
H 3.585896 -2.349090 0.045160 0.2494 -0.1156 -0.0712 0.11
H 4.758387 -1.916851 -1.213490 -0.0994 0.0258 0.0183 0.13
H 1.001800 2.031893 -0.149082 -0.0463 0.2322 0.1507 0.11
H 1.165910 2.366463 1.591219 0.0304 -0.0258 -0.0338 0.15
H -2.461236 0.019603 -2.791167 0.0692 0.0262 -0.1480 0.13
H -0.718648 -3.783151 -2.316622 0.0085 0.0134 0.0618 0.10
H -0.452467 -2.993594 -0.746173 -0.1399 -0.0624 -0.0654 0.07
H -1.876106 -4.049878 -0.988201 0.1042 0.0586 -0.1003 0.09
```
Forces are in eV/Å.

=====

Q: Which ΔE to the lowest compared entry with this formula, charge and spin values were calculated for the entries above? A: 10.4, 11.1, 45.1, in kcal/mol.
Q: Which lowest unoccupied orbital energy values were calculated for the entries above? A: -2.441, 0.673, 0.768, in eV.
Q: Which orbital gap values were calculated for the entries above? A: 8.3682, 8.6125, 8.6070, in eV.